(1)
The following is a DFT calculation (ωB97M-V/def2-TZVPD) of a molecular structure, C22H25N6O4SW at a distorted geometry.

The geometry in XYZ format:
```
59
Properties=species:S:1:pos:R:3:forces:R:3:mulliken_charge:R:1
W -0.610 0.266 1.495 0.7 -1.0 0.5 2.75
N -1.569 -2.769 4.651 0.0 0.0 -0.2 -0.43
C -1.081 -1.831 3.810 -0.1 -0.3 0.3 0.78
S -1.722 -1.776 2.154 0.2 0.5 0.1 -0.55
N -0.178 -1.005 4.227 0.2 0.0 -0.6 -1.21
N 0.283 -0.244 3.166 -0.5 0.7 -0.1 0.86
C 0.551 1.087 3.263 0.3 -0.5 -0.3 -0.81
C 1.685 1.762 2.567 0.0 0.0 0.3 0.69
C 2.888 2.077 3.185 0.0 0.0 0.1 -0.65
C 3.895 2.715 2.477 -0.1 0.0 -0.1 -0.67
C 3.679 3.067 1.149 0.0 0.0 0.0 -0.51
C 2.469 2.791 0.530 0.0 0.2 -0.2 -0.63
C 1.473 2.152 1.248 -0.4 0.1 0.0 0.38
O 0.261 1.838 0.673 0.4 -0.1 0.1 -1.01
H -2.239 -3.441 4.329 0.0 0.0 0.0 0.20
H -1.080 -2.946 5.512 0.0 0.0 0.0 0.26
H 0.138 1.584 4.140 -0.2 0.1 -0.1 0.49
H 3.042 1.798 4.221 0.0 0.0 0.0 0.48
H 4.841 2.935 2.954 0.0 0.0 0.0 0.42
H 4.459 3.567 0.589 0.0 0.0 0.0 0.43
H 2.283 3.074 -0.498 0.0 0.0 0.0 0.50
C -5.288 3.041 -0.646 0.0 -0.1 0.1 -1.08
N -4.260 2.347 0.115 -0.1 0.1 0.1 0.00
C -4.073 2.488 1.567 0.0 0.0 -0.1 -0.39
C -2.849 1.638 1.741 -0.3 0.2 0.1 0.04
O -2.140 1.347 2.715 0.1 0.3 0.4 -0.72
N -2.463 1.138 0.584 0.0 -0.3 -0.4 -0.17
C -3.281 1.590 -0.386 0.0 0.0 0.1 0.52
N -3.090 1.271 -1.648 0.0 0.0 -0.1 -0.27
H -6.147 3.205 -0.001 0.0 0.0 0.0 0.35
H -5.621 2.421 -1.477 0.0 0.0 0.0 0.40
H -4.931 4.001 -1.018 0.0 0.0 0.0 0.33
H -4.923 2.105 2.132 0.0 0.0 0.0 0.36
H -3.878 3.520 1.864 0.0 0.0 0.0 0.37
H -2.294 0.680 -1.857 0.0 0.0 0.0 0.15
H -3.654 1.640 -2.393 0.0 0.0 0.0 0.22
C 2.863 -3.500 -5.057 0.0 0.0 0.0 -1.53
C 2.250 -2.865 -3.840 0.0 0.0 -0.1 0.49
C 2.978 -1.993 -3.043 0.0 0.0 0.0 -0.85
C 2.426 -1.379 -1.927 0.2 0.0 0.0 0.45
C 3.298 -0.471 -1.096 0.0 0.0 0.0 -1.29
C 1.079 -1.640 -1.629 -0.1 0.1 0.1 0.79
C 0.322 -2.538 -2.400 -0.1 -0.1 -0.1 0.58
C -1.097 -2.942 -2.076 0.0 0.0 0.0 -1.69
C 0.932 -3.138 -3.490 0.0 -0.1 0.0 -0.60
C 0.456 -0.938 -0.506 -0.1 0.0 0.1 0.42
O 1.042 -0.732 0.609 -0.2 0.1 0.2 -0.71
O -0.734 -0.476 -0.528 -0.1 -0.1 -0.5 -0.52
H 3.947 -3.405 -5.055 0.0 0.0 0.0 0.36
H 2.488 -3.024 -5.965 0.0 0.0 0.0 0.31
H 2.610 -4.559 -5.116 0.0 0.0 0.0 0.38
H 4.013 -1.787 -3.289 0.0 0.0 0.0 0.35
H 4.203 -0.219 -1.647 0.0 0.0 0.0 0.42
H 3.589 -0.959 -0.165 0.0 0.0 0.0 0.35
H 2.799 0.456 -0.818 0.0 0.0 0.0 0.00
H -1.338 -2.846 -1.020 0.0 0.0 0.0 0.22
H -1.249 -3.982 -2.363 0.0 0.0 0.0 0.46
H -1.818 -2.341 -2.635 0.0 0.0 0.0 0.28
H 0.367 -3.857 -4.075 0.0 0.0 0.0 0.44
```
Forces are in eV/Å.

Net charge: +1
E_HOMO (alpha / beta), eV: -10.302 / -10.299
Kohn-Sham gap (alpha / beta), eV: 6.45 / 6.45
Total energy, eV: -53008.3492
E_LUMO (alpha / beta), hartree: -0.141 / -0.141

---

(2)
The following is a DFT calculation (ωB97M-V/def2-TZVPD) of a single C22H25N7OS2 molecule.

The geometry in XYZ format:
```
57
Properties=species:S:1:pos:R:3:forces:R:3:mulliken_charge:R:1
C -7.762 -1.762 -1.873 -0.2 -0.1 -0.1 -0.91
O -6.664 -1.040 -1.374 0.5 0.1 0.4 -0.45
C -6.040 -1.504 -0.241 0.1 0.1 0.0 0.90
C -6.414 -2.636 0.461 -0.1 0.1 -0.2 -0.49
C -5.712 -3.018 1.596 0.1 0.0 0.1 -0.73
C -4.635 -2.273 2.030 -0.2 -0.2 0.0 -0.83
C -4.248 -1.137 1.338 0.0 0.0 0.0 -0.32
C -4.941 -0.739 0.204 -0.1 -0.3 0.2 0.07
N -4.620 0.384 -0.549 -0.4 0.0 -0.5 0.02
C -3.685 1.335 -0.360 0.5 0.5 0.0 0.50
N -3.654 2.284 -1.303 -0.2 0.0 -0.3 -0.71
C -2.743 3.234 -1.121 -0.2 -0.5 0.3 0.39
N -2.669 4.229 -2.016 0.0 0.2 -0.2 -0.36
N -1.890 3.285 -0.087 0.2 0.4 0.1 -0.53
C -2.003 2.296 0.774 -0.1 0.3 -0.3 0.56
C -1.049 2.280 1.923 0.3 -0.1 0.0 -1.08
S 0.187 0.981 1.653 0.0 -0.1 0.1 -0.12
C 1.455 1.840 0.741 -0.2 0.2 0.0 0.63
S 1.455 3.477 0.592 0.1 0.5 0.0 -0.43
N 2.395 1.052 0.199 -0.2 0.0 0.1 0.04
C 3.594 1.607 -0.390 0.5 0.4 -0.1 -1.01
C 4.785 1.380 0.559 -0.2 0.3 -0.3 -0.73
N 4.948 -0.029 0.843 0.0 0.0 0.4 0.06
C 5.760 -0.806 0.020 0.2 -0.2 -0.1 0.93
C 7.029 -0.335 -0.336 0.0 0.1 0.0 -0.27
C 7.883 -1.096 -1.108 0.0 0.0 0.0 -0.62
C 7.508 -2.358 -1.541 0.0 -0.1 -0.1 -0.48
C 6.265 -2.845 -1.180 0.1 -0.1 -0.1 -0.82
C 5.400 -2.084 -0.415 -0.2 0.1 0.1 -0.38
C 3.733 -0.572 1.402 -0.2 -0.2 -0.2 -1.04
C 2.533 -0.362 0.459 0.1 -0.5 0.3 -0.72
N -2.871 1.300 0.699 -0.3 -0.4 0.1 -0.32
H -8.087 -1.223 -2.762 0.0 -0.1 0.1 0.26
H -7.479 -2.782 -2.152 0.0 0.0 0.0 0.36
H -8.583 -1.796 -1.151 0.1 0.0 0.0 0.35
H -7.253 -3.231 0.137 -0.1 0.0 -0.1 0.39
H -6.019 -3.903 2.133 0.0 -0.1 0.0 0.37
H -4.087 -2.571 2.911 0.1 0.0 0.1 0.39
H -3.410 -0.545 1.663 0.0 -0.1 0.0 0.56
H -5.196 0.525 -1.369 0.1 0.0 0.1 0.29
H -3.237 4.193 -2.842 0.0 0.0 0.0 0.24
H -1.931 4.902 -1.918 0.0 0.0 0.0 0.25
H -0.522 3.232 2.000 -0.1 -0.1 0.1 0.56
H -1.555 2.010 2.848 0.0 0.0 0.0 0.40
H 3.446 2.672 -0.570 0.0 -0.2 0.0 0.49
H 3.782 1.096 -1.340 0.0 0.0 0.0 0.29
H 5.684 1.790 0.105 0.0 0.0 0.1 0.38
H 4.594 1.907 1.500 0.0 0.0 -0.1 0.29
H 7.363 0.630 0.014 0.0 0.1 0.1 0.41
H 8.856 -0.704 -1.365 0.1 0.0 0.0 0.36
H 8.177 -2.952 -2.144 0.1 -0.1 0.0 0.38
H 5.955 -3.828 -1.505 0.0 -0.1 0.0 0.36
H 4.436 -2.502 -0.169 -0.1 0.0 0.0 0.26
H 3.864 -1.627 1.638 0.0 0.0 0.0 0.57
H 3.530 -0.037 2.336 0.0 -0.1 0.0 0.33
H 1.621 -0.760 0.902 0.1 -0.1 -0.1 0.35
H 2.719 -0.864 -0.497 -0.1 0.0 0.1 0.35
```
Forces are in eV/Å.

Net charge: 0
E_HOMO, eV: -7.679
Structure (SMILES): COc1ccccc1Nc1nc(N)nc(CSC(=S)N2CCN(c3ccccc3)CC2)n1
Kohn-Sham gap, eV: 8.33
Total energy, eV: -57369.8272
E_LUMO, hartree: 0.024

---

(3)
The following is a DFT calculation (ωB97M-V/def2-TZVPD) of a molecular structure, C22H25N9O2Sn.

The geometry in XYZ format:
```
59
Properties=species:S:1:pos:R:3:forces:R:3:mulliken_charge:R:1
Sn 0.905 0.917 1.555 0.1 -0.1 0.3 1.12
N -0.263 2.336 0.144 -0.1 0.1 -0.3 -0.40
C -0.262 3.745 0.599 0.0 0.1 0.0 -0.63
C -0.724 3.771 2.040 0.0 0.0 0.0 -0.81
N 0.235 3.025 2.876 0.1 0.0 0.0 -0.15
C 1.299 3.878 3.469 0.0 0.0 0.0 -0.86
C 2.681 3.670 2.871 -0.1 0.1 -0.1 -0.48
N 3.101 2.282 3.022 0.1 -0.1 0.0 -0.49
H 0.069 2.259 -0.812 0.1 0.0 0.0 0.31
H -1.218 1.980 0.153 0.0 0.0 0.0 0.29
H -0.899 4.369 -0.031 0.0 -0.1 0.0 0.45
H 0.758 4.122 0.513 0.0 0.0 0.0 0.28
H -1.689 3.274 2.118 -0.1 0.0 0.0 0.37
H -0.853 4.798 2.390 0.1 0.0 0.0 0.47
H -0.291 2.593 3.628 0.0 0.0 0.0 0.33
H 1.335 3.681 4.542 0.1 0.0 0.0 0.42
H 1.024 4.929 3.355 0.0 0.0 0.1 0.32
H 3.366 4.387 3.336 0.0 0.0 0.0 0.47
H 2.665 3.905 1.801 0.0 0.0 0.0 0.17
H 3.189 2.047 4.006 0.0 0.0 0.0 0.24
H 4.022 2.138 2.621 0.0 0.0 0.0 0.22
C -2.209 -2.382 3.736 -0.4 0.0 -0.1 -0.32
C -0.854 -1.941 3.431 0.2 0.1 0.1 -0.07
N -0.511 -1.602 2.252 -0.1 -0.2 0.0 -0.29
C -1.528 -1.367 1.296 0.5 -0.1 -0.4 1.15
C -2.905 -1.699 1.710 -0.3 0.6 0.1 -0.08
N -3.178 -2.241 2.882 0.2 -0.2 0.3 -0.41
C -1.014 -1.553 -0.095 0.0 0.0 -0.1 -1.00
C -1.580 -2.440 -0.979 0.1 0.0 0.0 -0.61
C -1.022 -2.551 -2.257 0.0 0.1 0.1 0.41
C 0.086 -1.765 -2.539 -0.1 0.0 0.1 -0.74
C 0.593 -0.886 -1.581 0.0 0.0 -0.1 0.38
N 0.031 -0.763 -0.378 -0.2 -0.1 0.0 0.31
C 1.810 -0.069 -1.842 0.2 0.1 0.0 -0.20
C 2.554 -0.179 -3.020 -0.2 -0.1 0.1 -0.19
N 3.659 0.519 -3.229 0.1 0.1 0.0 -0.55
C 4.048 1.340 -2.266 0.0 0.0 0.1 -0.43
C 3.316 1.473 -1.092 0.0 0.0 0.0 -0.30
N 2.205 0.776 -0.881 0.0 0.0 -0.1 0.21
C -1.588 -3.471 -3.260 -0.1 -0.2 -0.1 0.37
C -1.960 -4.766 -2.905 0.0 0.2 -0.1 -0.50
C -2.487 -5.592 -3.885 0.0 -0.1 0.1 -0.42
N -2.671 -5.211 -5.142 0.0 -0.1 -0.1 -0.55
C -2.321 -3.977 -5.472 0.0 0.1 -0.2 -0.41
C -1.772 -3.070 -4.579 0.1 0.0 0.1 -0.53
H -2.396 -2.963 4.632 0.0 0.0 0.1 0.47
H -0.085 -2.051 4.188 0.1 0.0 0.0 0.46
H -3.727 -1.356 1.097 -0.1 -0.1 -0.1 0.53
H -2.437 -3.040 -0.701 0.0 0.0 0.0 0.73
H 0.554 -1.865 -3.505 0.0 0.0 0.0 0.64
H 2.262 -0.844 -3.820 0.0 0.0 0.0 0.42
H 4.959 1.904 -2.424 0.0 0.0 0.0 0.42
H 3.641 2.153 -0.313 0.0 0.0 0.0 0.33
H -1.817 -5.142 -1.902 0.0 0.0 0.1 0.49
H -2.770 -6.610 -3.646 0.0 0.0 0.0 0.38
H -2.490 -3.691 -6.504 0.0 0.0 0.0 0.38
H -1.520 -2.072 -4.908 0.0 0.1 0.0 0.47
O -1.313 0.827 2.301 0.1 0.0 0.5 -0.51
O -2.014 0.061 1.406 -0.3 -0.5 -0.2 -0.08
```
Forces are in eV/Å.

Net charge: +2
E_HOMO (alpha / beta), eV: -14.057 / -14.057
Kohn-Sham gap (alpha / beta), eV: 5.43 / 5.43
Total energy, eV: -46538.3313
E_LUMO (alpha / beta), hartree: -0.317 / -0.317

---

Record order is preserved below.
ΔE to the lowest compared entry with this formula, charge and spin: 7.44, 4.54, 35.67 kcal/mol